Entry 1:
C48H108BF6N13O12S2 | the ωB97M-V functional and the def2-TZVPD basis

Geometry (Å):
C (-17.3291, -23.5407, 9.9090)
C (-17.3057, -24.9996, 10.1751)
N (-17.5128, -25.2892, 11.5748)
C (-18.4572, -26.1952, 12.0678)
C (-18.3672, -26.2651, 13.4508)
N (-17.4241, -25.3462, 13.8780)
C (-16.9231, -24.7409, 12.7322)
C (-17.1835, -24.8449, 15.1492)
H (-17.3950, -23.1115, 8.9092)
H (-16.3780, -23.2216, 10.3353)
H (-18.1596, -23.0026, 10.3660)
H (-16.4824, -25.5373, 9.7047)
H (-18.1982, -25.3974, 9.6919)
H (-19.1175, -26.6521, 11.3455)
H (-18.9439, -26.7805, 14.2046)
H (-16.1844, -23.9647, 12.8672)
H (-17.0646, -23.7690, 15.0216)
H (-16.3181, -25.1666, 15.7286)
H (-17.9975, -24.9380, 15.8680)
C (-16.2813, -20.5917, 2.0461)
C (-16.1209, -21.5429, 3.3374)
N (-15.3515, -22.7198, 3.0057)
C (-15.6374, -23.6397, 2.0132)
C (-14.8893, -24.7890, 2.1421)
N (-14.0560, -24.4587, 3.1993)
C (-14.3050, -23.2186, 3.6672)
C (-13.2140, -25.4296, 3.8792)
H (-17.0040, -19.8073, 2.2709)
H (-16.4856, -21.0053, 1.0585)
H (-15.3696, -19.9985, 1.9743)
H (-17.0197, -21.8052, 3.8955)
H (-15.5923, -21.1534, 4.2074)
H (-16.5400, -23.6451, 1.4201)
H (-14.9739, -25.8025, 1.7786)
H (-13.7825, -22.6913, 4.4516)
H (-13.8174, -26.3335, 3.9623)
H (-12.8883, -25.0436, 4.8452)
H (-12.2989, -25.5042, 3.2918)
C (-20.8489, -28.1054, 2.4752)
C (-19.5126, -27.4571, 2.1917)
N (-18.7579, -26.9582, 3.3608)
C (-17.3544, -26.8264, 3.4359)
C (-17.1424, -26.4282, 4.7069)
N (-18.3448, -26.1443, 5.3753)
C (-19.3167, -26.3830, 4.4979)
C (-18.4436, -25.4366, 6.6544)
H (-21.1681, -28.6766, 1.6035)
H (-21.6995, -27.4726, 2.7285)
H (-20.8197, -28.7383, 3.3621)
H (-19.6247, -26.6497, 1.4680)
H (-18.8494, -28.1871, 1.7277)
H (-16.7269, -27.2512, 2.6664)
H (-16.2174, -26.3310, 5.2558)
H (-20.3823, -26.3285, 4.6646)
H (-19.4478, -25.5601, 7.0599)
H (-18.3561, -24.4114, 6.2945)
H (-17.6353, -25.6962, 7.3380)
C (-10.6757, -28.0326, 4.9746)
C (-11.1366, -28.1129, 3.5963)
N (-11.0934, -29.5295, 3.0162)
C (-11.1910, -29.8435, 1.6660)
C (-11.2472, -31.2358, 1.6641)
N (-11.1639, -31.7591, 2.9922)
C (-11.1491, -30.6714, 3.7714)
C (-11.1710, -33.1534, 3.5474)
H (-11.0883, -27.1169, 5.3979)
H (-9.5932, -28.0542, 4.8488)
H (-10.8052, -28.7883, 5.7494)
H (-10.8102, -27.3151, 2.9292)
H (-12.2111, -28.0555, 3.7702)
H (-11.0646, -29.1153, 0.8784)
H (-11.3273, -31.8635, 0.7890)
H (-11.2659, -30.7117, 4.8443)
H (-11.1707, -33.0704, 4.6342)
H (-10.3891, -33.7694, 3.1033)
H (-12.1750, -33.4668, 3.2611)
C (-10.0400, -31.3631, 8.7713)
O (-11.1313, -30.9996, 8.0149)
C (-12.2074, -31.9425, 7.8011)
C (-13.1231, -32.0699, 9.0176)
N (-14.0799, -30.8222, 9.0252)
H (-14.7649, -31.1512, 8.3599)
H (-14.7036, -30.7398, 9.8152)
C (-13.4198, -29.5048, 8.7734)
C (-12.8096, -28.8913, 10.0770)
O (-11.7651, -29.6136, 10.7218)
C (-11.2350, -29.1102, 11.9861)
H (-9.2335, -31.8432, 8.2171)
H (-10.1404, -31.8940, 9.7180)
H (-9.5589, -30.4278, 9.0574)
H (-11.9277, -32.9811, 7.6242)
H (-12.8101, -31.6170, 6.9532)
H (-12.5482, -32.1153, 9.9425)
H (-13.7090, -32.9812, 8.8982)
H (-14.2377, -28.8192, 8.5517)
H (-12.9118, -29.4854, 7.8092)
H (-13.6132, -28.6012, 10.7538)
H (-12.3483, -27.9524, 9.7710)
H (-10.8779, -28.0830, 11.9129)
H (-10.4475, -29.7992, 12.2912)
H (-12.0602, -29.3022, 12.6718)
C (-16.9337, -16.7886, 12.3108)
O (-17.2142, -17.1554, 10.8981)
C (-16.3860, -16.5486, 10.0020)
C (-16.2096, -17.3794, 8.7672)
N (-15.7986, -18.7843, 9.1645)
H (-16.2002, -19.1966, 9.9945)
H (-16.0330, -19.3468, 8.3591)
C (-14.3051, -18.9969, 9.2168)
C (-13.9967, -20.5239, 9.0832)
O (-14.7598, -20.8919, 7.9907)
C (-14.4970, -22.2254, 7.5941)
H (-15.9102, -16.9907, 12.6265)
H (-17.6232, -17.3503, 12.9410)
H (-17.2226, -15.7766, 12.5945)
H (-15.4380, -16.3572, 10.5049)
H (-16.6889, -15.5340, 9.7435)
H (-15.5780, -16.9206, 8.0064)
H (-17.0641, -17.4401, 8.0932)
H (-13.9778, -18.7357, 10.2232)
H (-13.6959, -18.4942, 8.4656)
H (-14.1892, -21.0496, 10.0185)
H (-12.9244, -20.6482, 8.9316)
H (-15.3503, -22.6478, 7.0636)
H (-14.4976, -22.9847, 8.3761)
H (-13.4941, -22.3472, 7.1849)
C (-11.9413, -25.1967, 10.9454)
O (-12.0179, -24.2657, 12.0229)
C (-13.0266, -23.2759, 11.8213)
C (-12.4220, -22.0262, 12.4248)
N (-11.7143, -22.3198, 13.7340)
H (-10.8772, -22.8581, 13.5623)
H (-11.2995, -21.4725, 14.0946)
C (-12.4517, -23.1429, 14.8080)
C (-13.7724, -22.3972, 15.1584)
O (-13.5192, -21.0083, 15.4720)
C (-14.6099, -20.2024, 15.3800)
H (-12.6862, -25.7816, 11.4849)
H (-10.9652, -25.6642, 10.8151)
H (-12.3619, -24.8721, 9.9937)
H (-13.9294, -23.6888, 12.2713)
H (-13.2204, -23.0177, 10.7802)
H (-13.1556, -21.2326, 12.5671)
H (-11.5839, -21.6825, 11.8187)
H (-11.7269, -23.0787, 15.6196)
H (-12.4393, -24.1286, 14.3428)
H (-14.2761, -22.8023, 16.0361)
H (-14.4291, -22.5387, 14.3000)
H (-14.8267, -19.8034, 14.3891)
H (-14.4306, -19.4270, 16.1248)
H (-15.5894, -20.5864, 15.6649)
C (-9.6981, -27.4887, 8.3466)
O (-8.3375, -26.9670, 8.5189)
C (-8.3360, -25.5326, 8.7791)
C (-6.8877, -25.0443, 9.0205)
N (-5.9654, -25.4481, 7.8278)
H (-5.0478, -25.6622, 8.1916)
H (-6.3899, -26.2445, 7.3743)
C (-5.6149, -24.3596, 6.8244)
C (-6.7736, -24.1101, 5.7908)
O (-7.5086, -25.3042, 5.5832)
C (-8.4001, -25.2054, 4.4046)
H (-9.7544, -28.5092, 7.9678)
H (-10.1425, -26.8536, 7.5803)
H (-10.2742, -27.5353, 9.2708)
H (-8.8892, -25.3372, 9.6977)
H (-8.6683, -24.8862, 7.9668)
H (-6.3213, -25.5713, 9.7884)
H (-6.7994, -23.9635, 9.1304)
H (-4.5938, -24.5676, 6.5046)
H (-5.3830, -23.3643, 7.2035)
H (-6.3410, -23.7984, 4.8401)
H (-7.4381, -23.3198, 6.1401)
H (-8.9195, -26.1136, 4.0988)
H (-8.0128, -24.8749, 3.4408)
H (-9.2686, -24.7552, 4.8853)
N (-15.7672, -31.0785, 6.7477)
S (-16.1320, -29.7972, 5.9182)
O (-17.3493, -29.7108, 5.0607)
O (-14.8894, -29.0708, 5.5202)
F (-16.6712, -28.9459, 7.1910)
S (-15.2948, -31.8394, 5.2836)
O (-13.8979, -31.5723, 4.9414)
O (-16.2328, -32.1625, 4.2157)
F (-15.2940, -33.3352, 5.8891)
B (-13.4563, -25.8427, 7.3826)
F (-13.2434, -26.9338, 6.5522)
F (-14.1050, -26.3665, 8.4696)
F (-12.3416, -25.1256, 7.7991)
F (-14.3982, -25.1334, 6.6952)

Properties
Strongest force on any atom = 7.02 eV/A
Total charge = +6
Electronic energy = -134055.5138 eV
Highest occupied orbital energy = -0.7224 Eh

Löwdin atomic charge list, values in e, 8 entries:
1 C -0.067
2 C -0.195
3 N -0.024
4 C 0.036
5 C 0.048
6 N -0.095
7 C 0.046
8 C -0.020

Entry 2:
C48H108Cl12N12O12 | the ωB97M-V functional and the def2-TZVPD basis

Geometry (Å):
C (-3.0554, 2.1604, -7.0892)
C (-2.4046, 2.6118, -5.8106)
O (-2.9922, 3.2087, -4.9196)
N (-1.1057, 2.2567, -5.6242)
C (-0.3317, 2.4911, -4.4487)
H (-3.7858, 1.4036, -6.8672)
H (-2.2629, 1.6707, -7.6580)
H (-3.4591, 3.0149, -7.5865)
H (-0.6447, 1.8672, -6.4605)
H (-0.9600, 2.3166, -3.5505)
H (0.1218, 3.4650, -4.3148)
H (0.4982, 1.8429, -4.4630)
C (0.7589, -2.5680, -4.0313)
C (0.3662, -3.6183, -5.0304)
O (0.4102, -3.4103, -6.2357)
N (-0.2226, -4.7015, -4.4737)
C (-0.7380, -5.9000, -5.2172)
H (0.0622, -1.7787, -4.2067)
H (1.7692, -2.2598, -4.2400)
H (0.6176, -2.9904, -2.9884)
H (-0.1157, -4.8698, -3.4887)
H (-1.7217, -6.1245, -4.8212)
H (-0.0725, -6.7783, -5.0308)
H (-0.8023, -5.8439, -6.2681)
C (3.4295, 1.6243, -3.6711)
C (4.7421, 1.4544, -2.9812)
O (4.9146, 0.5908, -2.1534)
N (5.7254, 2.3666, -3.2103)
C (7.0841, 2.1097, -2.6402)
H (2.9641, 2.4711, -3.1718)
H (2.7820, 0.7199, -3.6216)
H (3.5759, 1.8630, -4.7192)
H (5.6223, 3.0725, -3.9118)
H (7.7325, 2.9620, -2.8345)
H (7.4147, 1.3178, -3.2941)
H (7.0488, 1.9558, -1.5930)
C (-5.6772, -1.9445, 4.1615)
C (-6.1257, -0.7875, 4.9887)
O (-7.0619, -0.0508, 4.6225)
N (-5.3684, -0.5378, 6.0989)
C (-5.6688, 0.6222, 6.9015)
H (-4.6709, -2.3409, 4.4374)
H (-5.5886, -1.7010, 3.0653)
H (-6.4921, -2.6868, 4.1752)
H (-4.4872, -0.9989, 6.0947)
H (-5.0672, 0.5792, 7.8133)
H (-6.7276, 0.5391, 7.2169)
H (-5.5204, 1.5448, 6.3050)
C (1.6789, -0.2421, -6.8763)
C (0.4788, -0.1520, -7.7856)
O (0.0124, 0.9375, -8.1288)
N (-0.0247, -1.3557, -8.2220)
C (-1.1918, -1.3967, -9.0255)
H (2.5687, 0.0116, -7.3513)
H (1.7445, -1.2231, -6.4630)
H (1.5062, 0.5332, -6.0750)
H (0.1990, -2.1660, -7.6332)
H (-0.9827, -1.3781, -10.0855)
H (-1.8341, -0.5565, -8.8509)
H (-1.6715, -2.3670, -8.9613)
C (1.8825, -5.8680, 0.1978)
C (0.5306, -5.8573, -0.5285)
O (0.2451, -5.1238, -1.4324)
N (-0.3617, -6.8401, -0.1393)
C (-1.6883, -6.9343, -0.7080)
H (1.8336, -6.7667, 0.8541)
H (2.0714, -4.9131, 0.7617)
H (2.7331, -5.9810, -0.4921)
H (-0.0672, -7.3785, 0.6396)
H (-1.5480, -6.8890, -1.7738)
H (-2.3622, -6.1385, -0.4111)
H (-2.1393, -7.8721, -0.4823)
C (0.1403, 4.0209, 5.0247)
C (0.4584, 5.4874, 4.9406)
O (-0.1249, 6.2176, 4.1577)
N (1.5133, 5.9988, 5.6717)
C (2.3812, 5.1959, 6.5125)
H (-0.8208, 3.8104, 4.5207)
H (0.1745, 3.6128, 6.0064)
H (0.8564, 3.5229, 4.3216)
H (1.6573, 6.9780, 5.6390)
H (2.5776, 4.2199, 6.0659)
H (1.7660, 5.0531, 7.3718)
H (3.2982, 5.7356, 6.8148)
C (-0.0399, 5.3969, -2.0866)
C (1.3721, 4.8907, -1.8601)
O (1.7812, 3.9014, -2.4189)
N (2.0408, 5.5239, -0.8938)
C (3.3978, 5.0820, -0.4841)
H (-0.4073, 5.9981, -1.2715)
H (-0.7288, 4.5982, -2.4012)
H (-0.1371, 6.0096, -3.0008)
H (1.5517, 6.3366, -0.5023)
H (3.3314, 4.1385, 0.0473)
H (3.7241, 5.7823, 0.2506)
H (4.0643, 4.8608, -1.3193)
C (-8.1839, -0.8740, 0.6251)
C (-7.4035, 0.4690, 0.5988)
O (-7.2802, 1.1817, -0.3713)
N (-6.8814, 0.8318, 1.8164)
C (-6.0329, 1.9271, 2.0621)
H (-7.5109, -1.6639, 0.2940)
H (-8.9160, -0.9096, -0.1632)
H (-8.5801, -1.1155, 1.6573)
H (-7.1323, 0.2925, 2.6433)
H (-6.5281, 2.6259, 2.7519)
H (-5.9959, 2.4517, 1.0696)
H (-5.0759, 1.6812, 2.4881)
C (3.1475, -2.8405, -1.0705)
C (4.1617, -2.7829, 0.0299)
O (4.1743, -3.4437, 1.0432)
N (5.1197, -1.7583, -0.0741)
C (5.9715, -1.3888, 1.0417)
H (3.3984, -3.5229, -1.8629)
H (3.0344, -1.8908, -1.5478)
H (2.1674, -3.1521, -0.6475)
H (5.0125, -1.0203, -0.8084)
H (6.7569, -0.7818, 0.5803)
H (6.4671, -2.2402, 1.5391)
H (5.4241, -0.8819, 1.8562)
C (-1.7347, 4.7424, 1.2455)
C (-2.2983, 3.4777, 0.6989)
O (-1.9106, 2.3697, 1.2057)
N (-3.0305, 3.5666, -0.4051)
C (-3.5486, 2.4364, -1.1128)
H (-1.7788, 4.7737, 2.3016)
H (-2.1338, 5.6770, 0.8879)
H (-0.6630, 4.6455, 1.0724)
H (-3.1120, 4.4264, -0.8995)
H (-4.2433, 1.8868, -0.4949)
H (-2.7702, 1.6715, -1.2728)
H (-3.9410, 2.8228, -2.0505)
C (0.8332, 0.5791, 6.2052)
C (2.1588, 0.7968, 6.9832)
O (2.8981, 1.7295, 6.7874)
N (2.3272, -0.1014, 8.0179)
C (3.4822, 0.0402, 8.8440)
H (-0.0146, 0.8404, 6.7864)
H (0.8886, -0.5135, 6.0166)
H (0.7548, 1.1152, 5.2500)
H (1.8183, -0.9323, 8.0496)
H (3.5245, 1.0689, 9.1690)
H (4.4319, -0.1365, 8.3327)
H (3.3379, -0.6439, 9.7196)
Cl (2.2465, 2.0231, 1.6464)
C (2.0930, 1.1212, 0.0961)
C (0.8261, 1.5218, -0.5651)
Cl (0.3090, 0.2296, -1.7529)
H (1.9998, 0.0295, 0.3666)
H (3.0018, 1.2033, -0.5010)
H (0.9901, 2.4168, -1.1797)
H (-0.0423, 1.6184, 0.0834)
Cl (-2.3802, -3.8396, 1.0343)
C (-2.2187, -2.5375, -0.2382)
C (-3.5322, -1.9352, -0.7195)
Cl (-4.2891, -0.9794, 0.5870)
H (-1.6203, -3.0052, -1.0401)
H (-1.5642, -1.7722, 0.1586)
H (-4.2254, -2.7284, -0.9479)
H (-3.3971, -1.3382, -1.5909)
Cl (-3.9235, -3.6397, -7.9272)
C (-3.5102, -3.2022, -6.2727)
C (-2.5229, -2.0115, -6.2189)
Cl (-2.5571, -1.3082, -4.6184)
H (-2.9449, -4.0517, -5.8407)
H (-4.4052, -3.1344, -5.7416)
H (-2.7857, -1.1667, -6.8629)
H (-1.5556, -2.4288, -6.4024)
Cl (1.6721, -3.1579, 5.6026)
C (2.4855, -3.6708, 4.0764)
C (3.7940, -4.5509, 4.1235)
Cl (3.2351, -6.2203, 4.6137)
H (2.7597, -2.7351, 3.6538)
H (1.7433, -4.2395, 3.5475)
H (4.5110, -4.2410, 4.8844)
H (4.2454, -4.6767, 3.1586)
Cl (-2.5943, 0.2671, 4.0223)
C (-1.2499, -0.1453, 2.9434)
C (-0.6475, -1.5002, 3.2678)
Cl (0.5825, -1.7481, 2.0149)
H (-0.4617, 0.6339, 2.8597)
H (-1.6491, -0.2385, 1.9390)
H (-1.4349, -2.2834, 3.1796)
H (-0.2895, -1.3939, 4.3019)
Cl (6.0096, 3.4730, 3.4631)
C (5.9838, 1.9050, 4.3954)
C (4.6750, 1.2570, 4.2394)
Cl (4.8069, -0.5415, 4.5288)
H (6.3394, 2.1237, 5.3878)
H (6.7279, 1.3651, 3.8183)
H (4.3167, 1.4734, 3.2046)
H (3.9069, 1.5614, 4.9447)

Properties
Strongest force on any atom = 3.38 eV/A
Total charge = 0
Electronic energy = -244255.1102 eV
Highest occupied orbital energy = -0.3175 Eh

Löwdin atomic charge list, values in e, 8 entries:
1 C 0.016
2 C -0.549
3 O 0.015
4 N 0.020
5 C -0.092
6 H 0.077
7 H 0.052
8 H 0.080

Which HOMO-LUMO gap belongs to each record? In order, 8.280, 8.960 eV.